This record from OMol25 describes a cluster of 15 separate species, C38H106O31S15 in total at a distorted geometry. The level of theory is the ωB97M-V functional and the def2-TZVPD basis.

```
190
Properties=species:S:1:pos:R:3:forces:R:3:lowdin_charge:R:1
O 4.184330 -7.103412 3.706060 0.2354 -0.1721 -0.6500 -0.284
S 4.489993 -7.159974 2.299699 1.0869 0.4010 -0.1429 0.609
O 3.937794 -8.189233 1.461674 0.0467 0.8707 0.4335 -0.276
O 4.085448 -5.732893 1.649898 0.1278 -1.1869 -0.2778 -0.280
C 4.558671 -4.569293 2.320762 0.0739 1.4674 1.4610 -0.272
C 4.166189 -3.317581 1.519364 -0.2200 -2.1098 -0.4546 -0.029
C 6.313461 -7.136581 2.029605 -1.2015 -0.2673 0.4142 -0.094
H 5.626773 -4.620642 2.545117 0.1025 -0.1203 -0.5031 0.109
H 4.092183 -4.506357 3.308927 -0.1121 -0.2070 -0.0390 0.115
H 4.396941 -3.561587 0.481724 0.1527 0.5239 -0.0918 0.071
H 4.659975 -2.411396 1.849326 -0.0959 0.0245 0.1099 0.083
H 3.076978 -3.306449 1.568468 -0.0169 0.6870 0.0140 0.069
H 6.782613 -6.503011 2.776010 -0.0530 0.1406 -0.1104 0.059
H 6.463423 -6.804461 1.006792 0.0957 0.0286 0.0236 0.074
H 6.663452 -8.156309 2.171805 -0.1239 -0.0515 -0.0851 0.068
O -0.414529 5.937942 -3.431049 -0.3652 -0.0460 0.5577 -0.273
S -1.072194 6.013185 -2.154995 0.3718 1.3952 0.6649 0.616
O -1.434753 4.835676 -1.426768 0.1944 0.3153 -0.2890 -0.285
O -0.138232 6.902136 -1.133710 -0.7796 -1.2201 -0.4839 -0.286
C 0.639071 7.955462 -1.724461 -0.0308 0.7885 -0.2681 -0.277
C 0.692688 9.138656 -0.772920 0.1726 -0.2619 -0.2807 -0.056
C -2.500340 7.120187 -2.285126 0.8653 -0.5787 -0.6574 -0.083
H 0.137772 8.294977 -2.633580 0.2954 -0.2516 -0.1944 0.106
H 1.635295 7.568763 -1.937770 -0.1046 -0.0150 -0.2642 0.125
H 1.418481 8.941211 0.013599 -0.4642 0.0506 0.4223 0.058
H -0.325004 9.329675 -0.437212 0.2056 0.0411 0.5386 0.087
H 1.047487 10.038176 -1.278405 -0.0019 -0.1258 -0.2554 0.083
H -2.129790 8.101272 -2.575828 0.0538 0.0083 0.1000 0.066
H -3.056392 7.162741 -1.356002 0.0035 -0.1944 0.0029 0.060
H -3.046523 6.714526 -3.135774 -0.3480 0.0142 0.2170 0.075
O 3.758056 -3.234701 -3.618266 -0.4529 0.4589 1.3798 -0.279
S 2.818110 -2.834332 -2.588212 -0.9093 0.8116 -1.0159 0.638
O 2.002231 -3.817246 -1.926915 0.6950 0.1119 0.2957 -0.297
O 3.506588 -1.952110 -1.390319 -0.8434 -1.1739 -1.4237 -0.274
C 4.530146 -1.028065 -1.775448 1.4086 0.3882 -0.2923 -0.276
C 5.896589 -1.719181 -1.740073 -0.5332 -0.4882 0.9908 -0.062
C 1.636962 -1.622257 -3.301924 1.3607 -0.8940 1.0857 -0.073
H 4.502292 -0.263176 -1.005548 -0.0224 -0.0771 0.0111 0.079
H 4.388892 -0.521501 -2.734921 -0.6047 -0.3573 -0.0948 0.096
H 6.009938 -1.981544 -0.683782 0.4920 0.0481 -0.0164 0.067
H 6.730948 -1.092066 -2.037902 -0.1520 0.1539 -0.0337 0.069
H 5.915872 -2.672867 -2.266820 -0.1777 0.2267 -0.3900 0.071
H 1.107191 -1.282728 -2.417592 -0.1533 0.2420 -0.1547 0.027
H 0.980425 -2.188418 -3.955441 0.1584 0.0726 -0.2225 0.072
H 2.249534 -0.851835 -3.764506 -0.3436 0.1367 -0.2270 0.040
O 1.749168 0.504720 -0.485769 -0.1099 -0.2816 0.2997 -0.280
S 0.512764 1.077928 -0.925278 -0.9854 -0.5108 0.0558 0.606
O 0.428794 1.492470 -2.303390 -0.3987 -0.2572 0.9026 -0.272
O -0.731301 0.017813 -0.678557 1.1632 1.3421 -0.6482 -0.276
C -0.718459 -0.756384 0.540503 0.7776 -0.1712 0.4155 -0.251
C -0.125990 -2.115258 0.266962 -0.5997 -0.7470 -0.7519 -0.062
C 0.019641 2.401099 0.148885 -1.2448 -0.3881 -0.8466 -0.124
H -1.744938 -0.832096 0.897201 0.0472 0.0555 -0.3887 0.105
H -0.168283 -0.199144 1.306422 -0.0104 -0.0621 0.0079 0.103
H 0.945666 -2.211249 0.086254 0.1243 0.4941 0.4675 0.066
H -0.541384 -2.460052 -0.688346 -0.1639 -0.0246 0.0453 0.084
H -0.480553 -2.850681 0.994461 0.2253 0.1172 0.1880 0.063
H -0.997391 2.610960 -0.192281 0.1373 0.3019 -0.2277 0.050
H 0.659383 3.251083 -0.061408 0.1486 -0.0297 0.3793 0.071
H -0.107389 2.085517 1.178859 0.7732 -0.0140 0.0547 0.046
O -4.475496 -0.872825 -1.052312 -0.2059 0.4400 0.1017 -0.269
S -4.783128 0.387510 -1.657867 -0.4365 0.7948 -0.2086 0.605
O -4.894378 0.469858 -3.095798 -0.0215 0.0400 0.7918 -0.276
O -6.152103 0.911175 -0.986262 0.6829 -0.9492 0.0085 -0.247
C -6.882366 1.964417 -1.604821 -0.4286 0.5238 -0.8251 -0.287
C -8.323102 1.905262 -1.147111 0.0837 0.1795 0.2464 -0.064
C -3.590662 1.618534 -1.115775 -0.8051 -1.3713 0.4854 -0.087
H -6.859901 1.867771 -2.693112 0.2452 -0.1603 0.0731 0.114
H -6.417803 2.922383 -1.350834 -0.0468 -0.0228 0.1207 0.118
H -8.795092 0.965597 -1.428992 0.1371 -0.1034 0.1385 0.084
H -8.900426 2.698382 -1.624303 0.1323 0.0952 -0.0155 0.080
H -8.371599 2.057533 -0.068863 -0.1595 -0.1675 0.0044 0.081
H -2.714176 1.125158 -1.535169 0.4593 0.9882 -0.1889 0.046
H -3.525989 1.579693 -0.027803 -0.0435 -0.2337 -0.0187 0.052
H -3.916166 2.615506 -1.393157 0.4272 -0.0519 -0.6474 0.072
O -3.579890 -1.171630 -7.509274 0.9008 -0.8047 0.1004 -0.299
S -3.034193 -2.443605 -7.082261 -1.0859 -0.1589 0.9166 0.623
O -2.222391 -3.279481 -7.923652 -0.3362 0.7923 0.3417 -0.282
O -2.209881 -2.268493 -5.689677 0.0663 0.0523 -1.1783 -0.256
C -2.492270 -1.103811 -4.902326 -0.5171 0.8592 0.2650 -0.261
C -2.123053 -1.339859 -3.460167 0.4005 -0.5427 0.0830 -0.056
C -4.371804 -3.454919 -6.416936 1.7277 -0.6842 -0.1005 -0.110
H -3.557016 -0.877817 -4.980365 0.0461 0.0876 0.0241 0.101
H -1.957395 -0.219991 -5.258110 0.1135 -0.2989 -0.4531 0.124
H -1.266966 -2.014453 -3.382685 -0.1468 -0.1839 -0.1021 0.070
H -2.968097 -1.770047 -2.926489 0.1383 0.0481 0.2005 0.055
H -1.765431 -0.425282 -2.989271 -0.3753 0.1483 0.0109 0.061
H -4.965555 -3.906507 -7.205443 -0.3294 0.5505 -0.0522 0.071
H -4.861974 -2.981179 -5.573983 -0.2954 0.2033 -0.2867 0.063
H -3.761456 -4.270739 -6.019809 -0.2819 -0.0941 0.2321 0.061
O -2.638442 0.903990 2.118763 -0.5138 -0.3567 0.5924 -0.300
S -3.628005 0.453445 3.065762 -1.4080 0.6299 1.5105 0.651
O -4.909921 -0.081362 2.634949 1.8438 0.1858 0.2745 -0.268
O -2.856907 -0.565842 4.072612 -0.3688 0.4319 -1.2877 -0.278
C -3.632307 -1.437352 4.899397 0.8518 -0.7453 1.6777 -0.243
C -2.713316 -1.854249 6.052035 0.2865 -0.9428 0.2527 -0.079
C -4.049378 1.750354 4.290034 0.4313 -0.9332 -0.7342 -0.089
H -3.919644 -2.350326 4.384548 -0.2637 0.2754 -0.4325 0.130
H -4.482923 -0.960506 5.382608 -0.2745 0.2712 -0.6148 0.113
H -1.856589 -2.466208 5.755866 -0.5428 0.7831 -0.4945 -0.004
H -3.210365 -2.560063 6.725183 -0.5153 0.2799 -0.0341 0.095
H -2.331898 -1.048687 6.678068 -0.1516 0.2972 -0.2218 0.093
H -4.657844 2.457631 3.734229 -0.0509 0.2163 0.3114 0.053
H -3.178400 2.204466 4.751138 0.1951 0.0491 -0.4479 0.054
H -4.553949 1.228567 5.098642 -0.4805 0.0189 -0.2249 0.059
O -2.097616 -4.879830 -2.776645 0.2214 -0.0981 0.0753 -0.270
S -3.438002 -4.833400 -2.290570 -1.3575 0.0879 0.8796 0.607
O -4.499957 -4.343783 -3.135837 0.7070 -0.7762 0.5615 -0.279
O -3.873555 -6.317092 -1.761272 -0.4191 1.2121 -1.3007 -0.265
C -2.952973 -7.113279 -1.019031 0.0981 0.1006 0.6400 -0.258
C -3.482699 -7.317077 0.388782 0.1224 -0.2309 1.5939 -0.078
C -3.485293 -3.951483 -0.718345 1.1656 -0.2323 -0.8130 -0.090
H -1.985644 -6.608026 -0.960916 0.0239 -0.1418 -0.2856 0.094
H -2.837141 -8.064612 -1.536154 0.0420 0.1471 -0.1335 0.126
H -4.391907 -6.788631 0.677589 -0.1519 0.1315 -0.7319 0.085
H -2.772616 -6.965422 1.141514 0.1519 0.0483 -0.2037 0.017
H -3.655064 -8.352296 0.689933 -0.0155 -0.1279 -0.4845 0.076
H -4.492296 -3.724187 -0.391707 -0.0464 -0.2291 -0.0211 0.081
H -2.899958 -3.043846 -0.862926 -0.2682 0.1563 -0.1141 0.041
H -2.883215 -4.579892 -0.060405 -0.3675 0.0332 0.3690 0.055
C -2.666102 5.723690 1.230599 0.7721 -0.6251 0.0139 -0.266
S -2.801711 5.307143 2.995245 -1.0547 -0.2197 0.0314 0.855
O -4.170866 4.674358 3.167467 0.9139 0.3235 -0.1179 -0.573
C -1.592940 3.953286 3.049866 -0.6143 -0.0900 -0.9326 -0.245
H -2.927016 6.756526 1.022363 -0.3104 -0.0119 0.3290 0.047
H -3.236238 4.993662 0.656382 -0.2585 0.0817 0.1579 0.056
H -1.626372 5.608700 0.924651 0.0305 0.0804 0.1244 0.016
H -1.848155 3.200276 2.300069 -0.0394 0.2083 -0.1701 0.032
H -1.682675 3.425390 3.993707 0.3434 0.4946 0.3064 0.044
H -0.619301 4.381759 2.827122 0.1681 -0.2449 0.3727 0.010
C 0.983663 -6.890950 2.955183 0.0617 0.5713 0.5026 -0.254
S -0.265711 -6.278505 1.792351 1.1743 1.0266 0.5214 0.853
O -0.938169 -5.128526 2.510301 -0.0334 -0.4569 -0.2726 -0.580
C 0.932039 -5.487362 0.656218 -0.3607 -0.0742 -0.6524 -0.225
H 1.552160 -7.741004 2.584511 -0.2353 -0.0961 -0.1141 0.045
H 0.507766 -7.084314 3.916447 -0.2801 -0.4086 -0.2185 0.056
H 1.673859 -6.075436 3.180118 0.0068 0.0889 -0.2902 0.037
H 0.511389 -5.582255 -0.345637 0.1713 -0.0084 -0.0773 0.042
H 1.942032 -5.887847 0.677428 -0.1890 -0.4281 0.0683 0.039
H 1.021698 -4.417828 0.843336 -0.3052 -0.1225 0.4476 0.027
C -0.010560 -2.086891 4.143203 -0.5127 -0.3580 0.4679 -0.251
S 1.162189 -2.985594 5.234023 0.9330 0.3137 -0.0490 0.848
O 2.213250 -1.986254 5.678479 -1.0801 -0.6238 -0.2617 -0.576
C 0.081752 -3.431340 6.631202 -1.6684 0.6414 -0.0733 -0.264
H 0.450024 -1.902053 3.174402 0.4568 0.0477 0.2371 0.033
H -0.386680 -1.171922 4.601634 0.3505 0.0496 -0.0073 0.056
H -0.874059 -2.718775 3.919135 0.1937 -0.2262 0.0921 0.044
H 0.388048 -4.203889 7.330581 0.8102 -0.0147 -0.4020 0.056
H -0.865786 -3.764793 6.189884 0.5463 -0.6277 -0.2010 0.032
H -0.302343 -2.588231 7.214796 0.7630 0.3048 -0.0321 0.056
C 4.484306 2.553158 2.998548 0.3486 0.2101 0.5553 -0.240
S 2.752339 2.055328 3.366779 1.3256 0.0594 0.4801 0.863
O 1.915958 2.740352 2.340828 -0.2229 -0.1798 -0.2510 -0.579
C 2.919323 0.281804 2.961361 -0.0286 0.1314 -0.0962 -0.227
H 4.763986 2.604514 1.946803 -0.4465 -0.3662 -0.1183 0.031
H 5.196712 1.918095 3.528623 -0.2353 -0.2907 -0.0783 0.054
H 4.678605 3.545682 3.411539 -0.4868 0.0817 0.0043 0.042
H 2.562093 0.213065 1.932033 0.1276 -0.3034 -0.0358 0.040
H 2.363958 -0.348758 3.657347 -0.4095 0.3544 -0.0488 0.015
H 3.944330 -0.067188 3.083533 0.1190 0.3186 -0.3151 0.052
C 1.883744 2.764098 -4.732296 0.7149 0.2647 0.4183 -0.239
S 3.599170 2.249534 -5.106499 -0.9802 0.3973 -0.3077 0.825
O 3.663124 0.795177 -4.738031 0.0794 0.5399 -0.3243 -0.550
C 3.438664 2.434024 -6.905355 0.8216 -1.0656 -0.4080 -0.267
H 1.296769 1.849230 -4.752611 -0.1066 0.0869 0.0939 0.052
H 1.488891 3.540535 -5.384421 0.1839 -0.1422 -0.2924 0.056
H 1.942614 3.204470 -3.737447 -0.3536 -0.3402 0.1356 0.028
H 3.399936 3.460793 -7.262625 -0.1657 0.1417 0.4509 0.055
H 2.632472 1.831021 -7.323501 -0.2469 0.1196 0.2927 0.063
H 4.358315 1.994961 -7.302769 0.0269 0.0768 -0.0022 0.046
C 4.080933 2.368530 -0.974532 0.9804 0.2339 0.1065 -0.242
S 5.930067 2.301717 -0.914734 0.3220 -0.7020 0.3982 0.839
O 6.405030 0.952379 -0.410971 -0.7085 1.0869 -0.2005 -0.557
C 6.327683 2.273038 -2.647460 -0.0477 0.6577 -1.0332 -0.279
H 3.562941 1.956430 -1.837945 0.3042 -0.2942 -0.0427 0.039
H 3.865892 3.433874 -0.882822 -0.1537 -0.0121 0.0783 0.051
H 3.817035 1.846117 -0.058108 -0.3380 0.0579 -0.0613 0.018
H 7.396313 2.098866 -2.767094 -0.0816 -0.6266 0.3204 0.058
H 6.223831 3.236284 -3.157598 -0.5058 0.1874 0.4389 0.052
H 5.683454 1.568567 -3.173343 0.3085 -0.3106 0.0374 0.021
C 1.626539 8.247855 3.347655 -0.0771 -0.0021 0.2808 -0.260
S 0.351202 7.009651 3.032858 0.1267 0.9956 -1.1898 0.838
O -0.667078 7.802413 2.241093 0.5423 -0.9639 0.4292 -0.559
C 1.430718 6.082779 1.873427 -0.4985 -0.2350 -0.4343 -0.239
H 2.460127 7.787727 3.876223 -0.0211 0.1519 0.1661 0.054
H 1.137821 9.032415 3.922668 0.1297 -0.0979 0.2159 0.054
H 1.969728 8.692157 2.415052 -0.0991 -0.2118 -0.1603 0.047
H 1.050408 5.106781 1.566656 -0.2418 -0.0372 0.5275 0.017
H 2.395737 5.928486 2.350979 0.0430 0.0685 -0.0619 0.053
H 1.483983 6.633826 0.933764 0.2350 0.4134 0.2484 0.040
```
Positions in Å, forces in eV/Å.

## Properties
Relative energy (zero: lowest compared OMol25 entry of this formula, charge and spin) in eV: 0.0000
E in eV: -267115.83669
E_LUMO in eV: -0.13
Frontier orbital gap in Eh: 0.32469
2S+1: 1